(i)
{
  "formula": "C17H21N3O4S",
  "method": "ωB97M-V/def2-TZVPD",
  "elements": ["C", "C", "O", "C", "C", "C", "C", "S", "O", "O", "N", "C", "C", "C", "O", "N", "C", "C", "C", "C", "N", "C", "C", "C", "C", "H", "H", "H", "H", "H", "H", "H", "H", "H", "H", "H", "H", "H", "H", "H", "H", "H", "H", "H", "H", "H"],
  "coordinates": [[-7.046, -1.795, 0.304], [-6.790, -0.355, 0.734], [-5.929, 0.333, -0.157], [-4.599, 0.105, -0.137], [-3.927, -0.706, 0.780], [-2.551, -0.837, 0.704], [-1.847, -0.175, -0.279], [-0.077, -0.313, -0.311], [0.330, -1.572, 0.234], [0.392, 0.050, -1.628], [0.357, 0.865, 0.782], [0.798, 2.171, 0.318], [0.370, 3.259, 1.294], [2.331, 2.123, 0.163], [3.089, 2.591, 0.986], [2.720, 1.473, -0.951], [4.081, 0.994, -1.103], [4.220, -0.371, -0.474], [3.465, -1.443, -0.938], [3.575, -2.662, -0.288], [4.369, -2.866, 0.749], [5.086, -1.847, 1.188], [5.048, -0.582, 0.621], [-2.496, 0.631, -1.197], [-3.865, 0.771, -1.127], [-6.125, -2.373, 0.301], [-7.463, -1.811, -0.699], [-7.752, -2.260, 0.987], [-6.401, -0.312, 1.758], [-7.723, 0.215, 0.696], [-4.459, -1.235, 1.554], [-2.012, -1.465, 1.396], [0.883, 0.500, 1.560], [0.330, 2.318, -0.659], [-0.692, 3.176, 1.506], [0.582, 4.236, 0.869], [0.934, 3.158, 2.218], [2.005, 0.981, -1.479], [4.740, 1.710, -0.607], [4.316, 0.954, -2.170], [2.794, -1.330, -1.776], [2.996, -3.516, -0.611], [5.720, -2.055, 2.041], [5.641, 0.223, 1.025], [-1.920, 1.124, -1.964], [-4.402, 1.390, -1.827]],
  "smiles": "CCOc1ccc(S(=O)(=O)N[C@@H](C)C(=O)NCc2ccncc2)cc1",
  "e_lumo_ha": 0.0214,
  "gap_ev": 9.666,
  "molar_mass_g_mol": 363.44,
  "multiplicity": 1
}

***

(ii)
{
  "formula": "C17H21N3O4S",
  "method": "ωB97M-V/def2-TZVPD",
  "elements": ["C", "O", "C", "C", "C", "C", "C", "C", "C", "S", "O", "O", "N", "C", "C", "C", "O", "N", "C", "C", "C", "C", "C", "C", "N", "H", "H", "H", "H", "H", "H", "H", "H", "H", "H", "H", "H", "H", "H", "H", "H", "H", "H", "H", "H", "H"],
  "coordinates": [[-3.456, 3.138, -0.661], [-2.653, 2.030, -0.317], [-3.258, 0.881, 0.060], [-4.632, 0.648, 0.063], [-5.125, -0.586, 0.450], [-4.285, -1.622, 0.843], [-4.846, -2.946, 1.259], [-2.917, -1.381, 0.845], [-2.419, -0.154, 0.464], [-0.654, 0.130, 0.489], [-0.339, 1.261, 1.308], [-0.041, -1.133, 0.832], [-0.274, 0.480, -1.076], [0.124, 1.805, -1.477], [-0.065, -0.604, -2.004], [1.442, -0.857, -2.188], [2.028, -0.600, -3.220], [2.020, -1.352, -1.083], [3.450, -1.440, -0.930], [3.994, -0.519, 0.134], [3.230, 0.484, 0.722], [3.817, 1.283, 1.689], [5.141, 1.063, 2.032], [5.815, 0.037, 1.387], [5.261, -0.733, 0.469], [-4.107, 3.433, 0.167], [-4.062, 2.933, -1.549], [-2.760, 3.946, -0.877], [-5.323, 1.420, -0.236], [-6.193, -0.746, 0.444], [-4.049, -3.651, 1.475], [-5.475, -3.359, 0.471], [-5.461, -2.834, 2.151], [-2.212, -2.138, 1.149], [0.031, 2.442, -0.602], [1.158, 1.815, -1.834], [-0.530, 2.173, -2.271], [-0.506, -0.352, -2.974], [-0.551, -1.491, -1.595], [1.445, -1.482, -0.255], [3.895, -1.178, -1.897], [3.748, -2.465, -0.688], [2.197, 0.637, 0.450], [3.241, 2.063, 2.166], [5.635, 1.664, 2.779], [6.849, -0.186, 1.615]],
  "smiles": "COc1ccc(C)cc1S(=O)(=O)N(C)CC(=O)NCc1ccccn1",
  "e_lumo_ha": 0.0177,
  "gap_ev": 9.431,
  "molar_mass_g_mol": 363.44,
  "multiplicity": 1
}

***

What are the relative energies? In hartree: (i) 0.0000; (ii) 0.0102.

***

(i)
{
  "formula": "C54H51F15GeN7OSTeTi",
  "method": "ωB97M-V/def2-TZVPD",
  "elements": ["Ti", "C", "C", "N", "C", "C", "N", "C", "C", "C", "N", "C", "C", "N", "C", "H", "H", "H", "H", "H", "H", "H", "H", "H", "H", "H", "H", "H", "H", "H", "H", "H", "H", "H", "H", "H", "H", "H", "H", "C", "C", "C", "C", "C", "C", "Te", "N", "C", "O", "C", "C", "C", "C", "C", "C", "C", "C", "C", "C", "C", "C", "C", "C", "C", "C", "H", "H", "H", "H", "H", "H", "H", "H", "H", "H", "H", "H", "H", "H", "H", "H", "H", "H", "H", "H", "H", "H", "H", "N", "C", "C", "C", "N", "H", "H", "H", "H", "F", "C", "C", "C", "F", "C", "F", "C", "F", "C", "F", "Ge", "S", "C", "C", "F", "C", "F", "C", "F", "C", "F", "C", "F", "C", "C", "F", "C", "F", "C", "F", "C", "F", "C", "F"],
  "coordinates": [[-0.998, -0.968, -0.994], [-4.634, -0.457, 0.793], [-4.185, 0.444, -0.341], [-2.991, -0.018, -1.052], [-2.982, -1.352, -1.665], [-0.936, -3.292, -1.807], [0.362, -3.697, -1.971], [1.296, -4.054, -0.906], [2.189, -2.888, -0.462], [1.682, -1.978, 0.661], [0.206, -1.799, 0.754], [-0.446, -2.829, 1.595], [-1.640, -2.205, 2.267], [-2.513, -1.657, 1.226], [-3.564, -0.813, 1.806], [-5.063, -1.380, 0.387], [-5.451, 0.050, 1.312], [-3.972, 1.445, 0.051], [-5.009, 0.544, -1.054], [-2.761, 0.663, -1.768], [-3.207, -1.328, -2.729], [-3.655, -2.039, -1.158], [-1.466, -3.204, -2.748], [-1.483, -3.847, -1.049], [0.831, -3.231, -2.737], [1.934, -4.845, -1.300], [0.730, -4.500, -0.091], [2.399, -2.288, -1.348], [3.143, -3.307, -0.132], [2.110, -0.983, 0.549], [2.030, -2.349, 1.628], [0.120, -0.934, 1.305], [0.255, -3.222, 2.332], [-0.776, -3.662, 0.973], [-1.308, -1.379, 2.898], [-2.157, -2.936, 2.900], [-2.956, -2.436, 0.748], [-3.090, 0.086, 2.220], [-4.029, -1.319, 2.660], [-4.867, 7.268, -5.330], [-4.124, 5.967, -5.169], [-4.022, 5.064, -6.221], [-3.358, 3.849, -6.089], [-3.323, 2.912, -7.273], [-2.777, 3.542, -4.849], [-1.719, 1.656, -4.659], [-0.997, 0.283, -3.052], [0.209, -0.142, -3.145], [0.670, -0.889, -2.162], [1.182, 0.105, -4.256], [1.778, 1.349, -4.408], [2.651, 1.585, -5.461], [2.926, 0.577, -6.375], [2.334, -0.672, -6.226], [1.468, -0.907, -5.166], [-3.557, 0.657, -4.449], [-4.608, 1.293, -3.798], [-5.828, 0.649, -3.643], [-5.992, -0.630, -4.154], [-4.940, -1.258, -4.806], [-3.702, -0.636, -4.960], [-2.568, -1.381, -5.615], [-2.858, 4.427, -3.774], [-2.265, 4.171, -2.406], [-3.537, 5.631, -3.959], [-5.097, 7.467, -6.376], [-4.284, 8.106, -4.946], [-5.811, 7.249, -4.780], [-4.475, 5.311, -7.177], [-3.791, 3.380, -8.138], [-3.863, 1.985, -7.061], [-2.305, 2.634, -7.554], [1.557, 2.138, -3.697], [3.117, 2.556, -5.570], [3.598, 0.763, -7.203], [2.548, -1.461, -6.935], [1.004, -1.881, -5.051], [-4.484, 2.303, -3.420], [-6.643, 1.150, -3.135], [-6.941, -1.141, -4.047], [-5.074, -2.258, -5.201], [-2.925, -2.296, -6.084], [-1.809, -1.648, -4.873], [-2.066, -0.780, -6.377], [-1.795, 3.193, -2.308], [-3.037, 4.248, -1.636], [-1.502, 4.915, -2.169], [-3.607, 6.325, -3.125], [-1.096, 1.823, 0.528], [-0.662, 3.086, 0.547], [0.455, 3.142, -0.259], [0.633, 1.825, -0.693], [-0.302, 1.017, -0.201], [-1.745, 1.395, 1.170], [-1.166, 3.837, 1.132], [1.062, 4.002, -0.480], [1.402, 1.412, -1.325], [0.647, 0.168, 8.155], [1.852, 0.072, 7.564], [1.963, 0.189, 6.190], [3.240, 0.066, 5.668], [3.482, 0.136, 4.357], [4.347, -0.148, 6.474], [5.566, -0.267, 5.941], [4.189, -0.247, 7.840], [5.250, -0.453, 8.623], [2.931, -0.138, 8.398], [2.778, -0.237, 9.721], [0.330, 0.423, 5.125], [0.486, 0.738, 3.039], [-0.608, -1.245, 5.664], [-1.781, -1.365, 6.381], [-2.435, -0.292, 6.851], [-2.360, -2.590, 6.675], [-3.498, -2.662, 7.370], [-1.748, -3.749, 6.251], [-2.298, -4.936, 6.522], [-0.559, -3.679, 5.555], [0.043, -4.802, 5.145], [-0.014, -2.437, 5.287], [1.161, -2.442, 4.629], [-0.693, 1.936, 5.883], [-1.989, 2.127, 5.435], [-2.597, 1.208, 4.661], [-2.739, 3.244, 5.743], [-3.990, 3.388, 5.289], [-2.184, 4.231, 6.533], [-2.893, 5.318, 6.844], [-0.895, 4.088, 6.996], [-0.355, 5.047, 7.753], [-0.175, 2.953, 6.663], [1.080, 2.907, 7.137]],
  "s2": 3.7745,
  "e_lumo_ha": [0.0056, -0.0332],
  "gap_ev": [7.247, 6.769],
  "molar_mass_g_mol": 1379.16,
  "multiplicity": 4
}

***

(ii)
{
  "formula": "C54H51F15GeN7OSTeTi",
  "method": "ωB97M-V/def2-TZVPD",
  "elements": ["Ti", "C", "C", "N", "C", "C", "N", "C", "C", "C", "N", "C", "C", "N", "C", "H", "H", "H", "H", "H", "H", "H", "H", "H", "H", "H", "H", "H", "H", "H", "H", "H", "H", "H", "H", "H", "H", "H", "H", "C", "C", "C", "C", "C", "C", "Te", "N", "C", "O", "C", "C", "C", "C", "C", "C", "C", "C", "C", "C", "C", "C", "C", "C", "C", "C", "H", "H", "H", "H", "H", "H", "H", "H", "H", "H", "H", "H", "H", "H", "H", "H", "H", "H", "H", "H", "H", "H", "H", "N", "C", "C", "C", "N", "H", "H", "H", "H", "F", "C", "C", "C", "F", "C", "F", "C", "F", "C", "F", "Ge", "S", "C", "C", "F", "C", "F", "C", "F", "C", "F", "C", "F", "C", "C", "F", "C", "F", "C", "F", "C", "F", "C", "F"],
  "coordinates": [[-0.192, -0.718, -0.057], [-1.973, -2.426, -2.209], [-0.946, -1.636, -3.018], [0.172, -1.199, -2.179], [1.087, -0.308, -2.888], [0.442, 1.067, -3.054], [-0.249, 1.402, -1.819], [-0.935, 2.685, -1.947], [-1.824, 2.967, -0.738], [-1.097, 2.696, 0.575], [-1.015, 1.273, 0.925], [-2.276, 0.784, 1.469], [-3.094, 0.029, 0.411], [-2.222, -0.575, -0.587], [-2.930, -1.515, -1.442], [-2.563, -3.063, -2.872], [-1.442, -3.071, -1.501], [-0.578, -2.267, -3.843], [-1.426, -0.755, -3.454], [0.687, -2.037, -1.900], [1.984, -0.192, -2.276], [1.360, -0.715, -3.877], [1.214, 1.803, -3.325], [-0.291, 1.054, -3.869], [0.474, 1.504, -1.091], [-0.220, 3.509, -2.070], [-1.554, 2.652, -2.852], [-2.114, 4.017, -0.766], [-2.740, 2.379, -0.798], [-0.079, 3.080, 0.492], [-1.605, 3.245, 1.384], [-0.264, 1.202, 1.615], [-2.072, 0.072, 2.279], [-2.885, 1.602, 1.881], [-3.647, -0.775, 0.925], [-3.838, 0.693, -0.058], [-1.820, 0.171, -1.169], [-3.577, -2.138, -0.814], [-3.583, -0.979, -2.151], [-8.046, -0.594, 6.240], [-6.766, -0.990, 5.566], [-6.691, -2.095, 4.730], [-5.509, -2.455, 4.099], [-5.505, -3.645, 3.188], [-4.352, -1.705, 4.329], [-2.587, -2.352, 3.133], [-0.955, -1.843, 1.579], [-0.571, -2.924, 0.983], [0.155, -2.805, -0.059], [-0.930, -4.310, 1.410], [-2.134, -4.881, 1.004], [-2.420, -6.197, 1.319], [-1.495, -6.953, 2.021], [-0.297, -6.389, 2.427], [-0.015, -5.068, 2.126], [-1.053, -1.974, 4.572], [-0.253, -0.845, 4.474], [0.868, -0.691, 5.272], [1.202, -1.689, 6.172], [0.393, -2.807, 6.287], [-0.741, -2.966, 5.501], [-1.618, -4.172, 5.646], [-4.421, -0.566, 5.131], [-3.236, 0.323, 5.341], [-5.618, -0.234, 5.750], [-8.849, -1.289, 6.006], [-8.350, 0.404, 5.925], [-7.907, -0.570, 7.320], [-7.580, -2.685, 4.555], [-6.497, -4.082, 3.132], [-4.812, -4.408, 3.544], [-5.199, -3.358, 2.180], [-2.830, -4.293, 0.420], [-3.354, -6.641, 1.004], [-1.699, -7.991, 2.234], [0.424, -6.987, 2.967], [0.923, -4.623, 2.423], [-0.517, -0.054, 3.781], [1.477, 0.194, 5.178], [2.089, -1.594, 6.779], [0.652, -3.581, 6.995], [-1.285, -4.802, 6.468], [-1.607, -4.760, 4.725], [-2.645, -3.860, 5.838], [-2.654, 0.396, 4.427], [-2.596, -0.072, 6.128], [-3.557, 1.319, 5.634], [-5.659, 0.647, 6.376], [1.726, -0.925, 1.967], [2.960, -1.158, 2.451], [3.805, -1.188, 1.367], [2.977, -0.981, 0.258], [1.714, -0.817, 0.636], [0.851, -0.924, 2.483], [3.142, -1.280, 3.501], [4.867, -1.326, 1.367], [3.285, -0.935, -0.767], [5.440, 2.272, -0.032], [5.351, 3.456, -0.669], [4.471, 4.394, -0.161], [4.415, 5.618, -0.798], [3.620, 6.581, -0.311], [5.172, 5.890, -1.930], [5.077, 7.076, -2.543], [6.022, 4.915, -2.440], [6.741, 5.158, -3.541], [6.128, 3.686, -1.792], [6.956, 2.746, -2.270], [3.218, 3.719, 1.248], [2.150, 2.084, 0.484], [2.033, 5.249, 1.770], [1.168, 5.730, 0.797], [1.278, 5.221, -0.446], [0.196, 6.676, 1.058], [-0.627, 7.106, 0.089], [0.054, 7.160, 2.359], [-0.897, 8.059, 2.645], [0.898, 6.683, 3.362], [0.746, 7.124, 4.619], [1.863, 5.738, 3.054], [2.651, 5.266, 4.038], [4.398, 3.384, 2.833], [4.038, 2.428, 3.763], [2.850, 1.808, 3.622], [4.835, 2.101, 4.846], [4.447, 1.157, 5.720], [6.049, 2.761, 5.019], [6.836, 2.462, 6.059], [6.428, 3.744, 4.109], [7.589, 4.389, 4.277], [5.599, 4.038, 3.037], [5.967, 5.000, 2.176]],
  "s2": 3.7643,
  "e_lumo_ha": [0.0031, -0.0575],
  "gap_ev": [5.552, 5.998],
  "molar_mass_g_mol": 1379.16,
  "multiplicity": 4
}

***

What are the relative energies? In hartree: (i) 0.0220; (ii) 0.0000.

***

(i)
{
  "formula": "C3H3NOS",
  "method": "ωB97M-V/def2-TZVPD",
  "elements": ["C", "C", "C", "N", "O", "S", "H", "H", "H"],
  "coordinates": [[-0.161, 1.314, 0.031], [1.289, 0.016, 0.074], [-0.769, -0.888, -0.054], [-1.104, 0.538, -0.067], [0.590, -1.093, 0.020], [2.833, 0.096, -0.037], [-0.013, 2.335, 0.122], [-1.367, -1.092, 0.906], [-1.297, -1.226, -0.996]],
  "s2": 2.0098,
  "e_lumo_ha": [0.0349, -0.0930],
  "gap_ev": [6.584, 7.180],
  "molar_mass_g_mol": 101.13,
  "multiplicity": 3
}

***

(ii)
{
  "formula": "C3H3NOS",
  "method": "ωB97M-V/def2-TZVPD",
  "elements": ["C", "C", "C", "N", "O", "S", "H", "H", "H"],
  "coordinates": [[0.092, 0.230, -0.118], [0.977, 0.367, 0.986], [1.804, 1.354, 1.209], [-0.756, -0.770, -0.252], [2.533, 2.222, 1.456], [-1.082, -2.086, 0.706], [0.087, 0.988, -0.887], [0.926, -0.440, 1.712], [-1.325, -0.731, -1.095]],
  "s2": 2.0175,
  "e_lumo_ha": [0.0255, -0.0726],
  "gap_ev": [6.401, 7.429],
  "molar_mass_g_mol": 101.13,
  "multiplicity": 3
}

***

What are the relative energies? In hartree: (i) 0.0752; (ii) 0.0000.